ORCA calculation (ωB97M-V/def2-TZVPD) on 13 unconnected molecules or ions with the total composition C5H31NO12.

- M: 297.298 g/mol
- Total charge: 0
- Frontier orbital gap: 8.012 eV
- Spin multiplicity: 1
- Energy above the lowest of the compared OMol25 structures with the same formula, charge and spin: 4.0064 eV
- E_HOMO: -7.91 eV

Last column: Mulliken charge in e.
Element x y z (Å)
C (0.0862, -1.5518, 2.1395)  -0.62
C (1.0577, -1.6510, 1.0361)  0.86
C (0.5176, -1.8234, -0.2363)  -1.25
N (1.4986, -1.8224, -1.1741)  0.28
C (2.7312, -1.7919, -0.5868)  -0.51
C (2.4738, -1.8394, 0.8244)  -0.68
H (-0.7779, -2.2295, 2.1152)  0.11
H (0.3643, -1.9298, 3.1548)  0.38
H (-0.2557, -0.5590, 2.4393)  -0.21
H (-0.4715, -2.2009, -0.3831)  0.59
H (1.2930, -2.1321, -2.1005)  0.28
H (3.6604, -1.8085, -1.1087)  0.44
H (3.0980, -1.9156, 1.6894)  0.50
H (-3.3292, 2.1586, -0.4155)  0.32
H (-2.2750, 3.2655, -0.7273)  0.31
O (-3.2059, 3.0410, -0.7674)  -0.61
H (-0.5706, 1.9511, 1.0405)  0.28
H (0.9264, 2.3911, 1.4247)  0.42
O (0.0768, 2.6645, 1.0430)  -0.65
H (-0.3186, 1.7580, -1.0005)  0.30
H (-0.7492, 0.5959, -1.8559)  0.34
O (-0.6632, 1.5619, -1.8858)  -0.64
H (2.2470, 0.4498, 2.1340)  0.34
H (3.0821, 1.3696, 1.2490)  0.37
O (2.3960, 1.4128, 1.9374)  -0.77
H (1.6711, 2.1848, -4.1620)  0.31
H (1.7477, 1.6509, -2.7745)  0.37
O (2.3238, 1.8389, -3.5309)  -0.65
H (-2.2337, -3.5839, 1.1481)  0.30
H (-2.9124, -4.4594, 0.0532)  0.31
O (-2.2776, -4.4645, 0.7706)  -0.63
H (-0.0154, -1.7346, -3.4939)  0.31
H (0.9904, -2.5643, -4.4451)  0.30
O (0.2591, -2.5990, -3.8273)  -0.70
H (4.2203, 1.6978, -1.3225)  0.27
H (5.0338, 1.2330, -0.2426)  0.29
O (4.0928, 1.2172, -0.4911)  -0.58
H (-2.7451, -0.1484, 1.6921)  0.30
H (-3.6797, -0.5277, 0.5005)  0.25
O (-2.7585, -0.4715, 0.7714)  -0.50
H (-2.1044, 1.9914, 2.9999)  0.33
H (-1.6321, 0.6504, 3.5076)  0.30
O (-2.2557, 1.0322, 2.8833)  -0.69
H (-1.8933, -0.7411, -0.7992)  0.31
H (-2.9370, -1.3090, -1.8482)  0.25
O (-1.9860, -1.2105, -1.6830)  -0.60
H (-2.6895, 4.0497, 2.6650)  0.33
H (-1.2713, 4.3039, 2.7508)  0.31
O (-1.9108, 3.6577, 3.0862)  -0.66

=====

ORCA calculation (ωB97M-V/def2-TZVPD) on 10 unconnected molecules or ions with the total composition C5H31NO9.

- M: 249.301 g/mol
- Total charge: 0
- Frontier orbital gap: 9.521 eV
- Spin multiplicity: 1
- Energy above the lowest of the compared OMol25 structures with the same formula, charge and spin: 3.5737 eV
- E_HOMO: -9.24 eV

Last column: Mulliken charge in e.
Element x y z (Å)
C (-1.3057, 2.1577, -0.5869)  -1.39
C (-0.1852, 1.3044, 0.0032)  1.17
C (0.9219, 0.9318, -1.0034)  0.65
C (1.9567, 2.1166, -1.0963)  -1.64
C (1.5970, -0.4128, -0.7033)  -0.86
N (0.8014, -1.5563, -1.2560)  -0.26
H (-1.9291, 2.2495, 0.3097)  0.31
H (-0.8541, 3.0877, -0.9830)  0.37
H (-1.8058, 1.5228, -1.3973)  0.19
H (0.4542, 1.9221, 0.7701)  0.10
H (-0.5700, 0.3640, 0.6160)  -0.41
H (0.4580, 0.8068, -1.9374)  0.26
H (2.8708, 1.5855, -1.3467)  0.40
H (1.8821, 2.8064, -2.0041)  0.34
H (1.8477, 2.8776, -0.3441)  0.48
H (2.6405, -0.4513, -1.1651)  0.11
H (1.7136, -0.6130, 0.3693)  0.40
H (-0.1461, -1.2993, -1.4047)  -0.26
H (0.8026, -2.3638, -0.6958)  0.29
O (-1.2737, -0.8969, -3.1482)  -0.60
H (-1.2860, 0.0340, -3.1095)  0.27
H (-1.2553, -1.1766, -4.0630)  0.28
O (-3.6493, -0.1550, 0.8602)  -0.67
H (-3.6772, -0.0138, 1.7598)  0.30
H (-3.6244, 0.7133, 0.4632)  0.29
O (0.8182, 1.9513, 2.7511)  -0.71
H (0.2886, 1.0585, 2.6650)  0.27
H (1.0380, 1.9378, 3.6716)  0.30
O (-0.5480, -3.0549, 1.4949)  -0.63
H (-0.0860, -3.8097, 1.2244)  0.27
H (-1.0994, -2.9124, 0.6622)  0.36
O (-2.1722, -1.0547, 3.2969)  -0.64
H (-1.5924, -1.7275, 3.5892)  0.29
H (-1.5600, -0.3798, 3.1603)  0.34
O (-1.9418, -1.8625, -0.4673)  -0.66
H (-2.4884, -1.2477, 0.1046)  0.37
H (-1.7505, -1.7572, -1.3619)  0.35
O (1.4563, -1.0379, -3.9473)  -0.72
H (0.8551, -0.7767, -3.2983)  0.31
H (1.8511, -1.7281, -3.3962)  0.35
O (0.6074, -0.8971, 2.3960)  -0.46
H (1.3743, -1.4380, 2.6417)  0.20
H (0.1119, -1.3344, 1.7063)  0.26
O (3.1464, 1.3774, 1.5569)  -0.70
H (2.5306, 2.1940, 1.8272)  0.37
H (2.7761, 0.9583, 0.8160)  0.33

=====

ORCA calculation (ωB97M-V/def2-TZVPD) on 12 unconnected molecules or ions with the total composition C5H32N2O11.

- M: 296.314 g/mol
- Total charge: -1
- Frontier orbital gap (alpha / beta): 2.368 / 7.145 eV
- Spin multiplicity: 2
- Energy above the lowest of the compared OMol25 structures with the same formula, charge and spin: 2.0016 eV
- ⟨S²⟩: 0.76
- E_HOMO (alpha / beta): 0.24 / -4.62 eV

Last column: Löwdin spin population.
Element x y z (Å)
C (-0.9902, -1.1282, -0.1130)  0.01
C (-0.8899, 0.4357, -0.1584)  0.03
C (0.2488, 0.9026, 0.7576)  0.08
C (1.4798, 0.4803, 0.5135)  0.14
C (-0.8129, 1.8121, 2.7495)  0.19
N (0.1112, 1.8131, 1.8906)  0.07
N (0.0600, -1.7643, -0.9562)  0.01
H (-1.9485, -1.5536, -0.4129)  0.01
H (-0.9218, -1.2826, 0.9857)  0.00
H (-0.8627, 0.7508, -1.1763)  0.01
H (-1.9000, 0.8296, 0.2283)  0.00
H (1.9060, 0.2168, -0.3968)  0.02
H (2.2376, 0.6696, 1.2703)  0.01
H (-1.5245, 0.9398, 2.8980)  0.02
H (-0.8867, 2.6489, 3.5148)  0.02
H (0.5008, -1.1659, -1.6494)  0.01
H (-0.2915, -2.6533, -1.2649)  0.00
H (1.6944, 2.7992, 0.4554)  0.00
H (2.9764, 3.4950, 0.7715)  0.00
O (2.5013, 3.1012, 0.0234)  0.02
H (-1.2992, -3.7288, 0.9130)  0.00
H (-2.5301, -3.2316, 0.1977)  0.00
O (-2.1631, -4.0430, 0.6194)  0.01
H (2.0552, -1.2781, 3.6650)  0.00
H (1.7894, -1.3984, 2.1281)  0.00
O (1.5841, -0.8611, 2.9264)  0.01
H (-3.3763, -1.0150, 2.5298)  0.00
H (-2.1065, -0.4872, 1.9729)  0.00
O (-3.0033, -0.6538, 1.7204)  0.01
H (-0.0237, -1.0225, 2.9871)  0.00
H (-0.3767, -1.4513, 4.4813)  0.00
O (-0.7615, -1.0969, 3.6811)  0.01
H (1.0461, 2.9656, -3.2365)  0.01
H (1.4391, 1.7459, -2.4310)  0.01
O (0.6877, 2.3821, -2.5671)  0.03
H (0.5159, -1.4941, -4.1006)  0.01
H (-0.8911, -1.6623, -3.7881)  0.00
O (-0.1889, -2.1657, -4.2155)  0.02
H (3.4363, 0.6755, -2.9022)  0.03
H (2.5751, -0.4946, -2.1846)  0.02
O (2.5986, 0.4279, -2.5041)  0.07
H (-2.8529, -0.4717, -3.6928)  0.01
H (-2.8605, -0.4797, -2.1543)  0.01
O (-2.2640, -0.3647, -2.9319)  0.02
H (2.7431, -1.4552, 0.2908)  0.01
H (1.4418, -2.3549, 0.0568)  0.00
O (2.2853, -2.2597, 0.5895)  0.02
H (-1.1576, 3.2134, -0.9867)  0.00
H (0.0820, 3.8630, -0.7424)  0.00
O (-0.8595, 4.0630, -0.6315)  0.01